1.
DFT (ωB97M-V/def2-TZVPD) results for a single C14H14ClN7O2S molecule in a non-equilibrium geometry.

Last column: Mulliken charge in e.
Geometry (Å):
N: 1.159 1.342 -5.225  -0.35
N: -0.154 -2.612 2.877  -0.31
C: -1.798 -1.386 1.737  0.28
C: -3.727 -2.128 0.453  -0.58
S: -1.225 0.288 -5.298  -0.47
H: 1.939 1.750 -4.850  0.21
N: 1.724 -1.432 2.580  -0.19
H: -4.106 -2.985 -0.227  0.29
H: -5.451 -0.904 0.737  0.41
C: 0.901 0.076 -0.355  -0.82
H: 2.560 2.958 -1.083  0.53
H: 1.816 1.255 2.770  0.58
C: 0.188 0.779 -4.468  0.18
C: -2.419 -0.248 2.182  0.08
H: -0.386 -0.057 -2.725  0.27
H: 1.714 -0.628 -0.376  0.27
O: 1.854 2.501 0.851  -0.57
N: 0.644 -0.779 2.012  0.82
C: -2.408 -2.273 0.846  0.52
H: 3.429 -0.322 1.186  0.32
H: 0.981 1.291 -6.245  0.21
C: 0.672 0.413 1.138  0.07
H: 4.036 1.251 1.833  0.37
C: 1.390 1.208 -1.205  0.26
C: -4.418 -1.026 0.986  -0.41
N: 1.069 1.524 -2.389  -0.60
N: 1.151 -2.449 3.022  -0.77
Cl: -1.456 -3.627 0.212  -0.19
C: 1.901 1.271 1.667  -0.23
N: 0.197 0.730 -3.101  0.07
O: 3.412 1.147 -0.185  -0.48
C: -3.781 -0.133 1.853  -0.77
C: 3.281 0.796 1.203  -0.69
H: -4.384 0.662 2.338  0.34
C: -0.478 -1.568 2.288  0.06
H: -0.236 1.010 1.264  0.27
H: -0.058 -0.320 -0.743  0.25
C: 2.376 2.111 -0.423  0.39
H: -1.908 0.514 2.861  0.36

For the frontier orbital gap, the calculation gives 8.4 eV. As for the SMILES: NC(=S)N/N=C1\C[C@@H](n2nnnc2-c2ccccc2Cl)[C@H]2CO[C@@H]1O2.

***

2.
DFT (ωB97M-V/def2-TZVPD) results for a molecular structure, C14H14N6O13P2SeTa in a non-equilibrium geometry.

Last column: Mulliken charge in e.
Geometry (Å):
P: 1.255 -1.403 2.363  0.90
O: -6.747 -2.490 1.281  -0.55
H: 4.567 -2.034 1.089  0.35
N: 3.765 -2.138 1.716  -0.22
C: 1.127 2.549 -2.855  -0.49
O: 3.863 -1.104 -1.033  -0.54
O: -6.975 -0.461 2.028  -0.55
C: 2.438 5.061 -2.361  -0.62
H: 4.078 -0.873 -1.959  0.44
H: 1.161 -3.473 -0.115  0.34
H: 0.601 1.631 -3.094  0.55
C: 2.088 -3.485 0.453  -1.51
O: -0.980 -2.566 -0.660  -0.57
N: 1.818 4.742 -0.042  -0.56
P: 2.535 -0.813 -0.314  1.03
H: 1.961 -4.186 1.279  0.47
O: -3.271 2.734 1.376  -0.44
C: 1.726 3.285 -3.846  -0.64
C: 1.161 3.070 -1.550  1.40
H: 3.774 -1.411 2.467  0.38
H: 2.825 5.056 -4.443  0.44
C: -3.271 0.546 0.683  0.30
O: 0.242 -0.348 1.684  -0.31
N: -6.358 -1.366 1.509  1.03
C: 2.382 4.532 -3.608  -0.69
C: -5.011 -1.015 0.972  -0.59
O: 0.328 -2.602 2.719  -0.46
N: -2.625 1.797 1.062  0.92
N: 0.597 2.521 -0.442  -0.38
O: 1.237 -0.764 -1.183  -0.58
Ta: 0.249 0.544 -0.003  2.13
C: -2.541 -0.366 -0.083  0.68
H: 3.867 -3.046 2.180  0.37
H: 1.687 2.914 -4.863  0.46
O: 2.388 0.520 0.411  -0.62
C: -3.028 -1.664 -0.181  -0.13
O: -2.736 -3.698 -1.205  -0.49
C: -4.278 -1.993 0.319  -0.39
O: 2.141 -0.840 3.376  -0.79
C: -4.522 0.255 1.203  -0.41
H: -4.676 -2.995 0.212  0.66
Se: 0.935 3.673 0.993  0.46
C: 2.412 -2.094 0.993  0.42
H: -5.092 0.970 1.786  0.64
H: 2.915 6.007 -2.143  0.51
O: -1.355 1.813 1.141  -0.62
H: 2.892 -3.839 -0.195  0.49
O: -1.419 0.081 -0.730  -0.78
C: 1.826 4.329 -1.292  0.25
N: -2.195 -2.729 -0.762  0.89
H: 0.235 -2.832 3.666  0.41

Its total charge is +3. For the frontier orbital gap, the calculation gives 7.1 eV.

***

3.
DFT (ωB97M-V/def2-TZVPD) results for a molecular structure, C14H15BCl2N4RhS3.

Last column: Löwdin spin population.
Geometry (Å):
C: 2.566 -2.938 1.359  0.04
C: -2.801 -0.059 -2.669  0.01
C: 0.472 -0.991 -3.859  0.05
H: 1.913 -4.472 -0.092  0.00
C: -0.710 -1.296 -2.026  0.01
S: -1.320 -1.920 -0.538  0.25
N: 0.452 -1.607 -2.654  0.07
C: -1.476 2.402 3.775  0.00
H: 2.824 -3.418 2.288  0.00
N: 1.952 -2.426 -0.698  0.05
H: -2.928 5.321 2.857  0.00
H: 3.190 -1.115 3.138  0.00
H: -1.057 0.300 -4.832  0.00
Rh: -0.003 0.033 0.003  2.15
B: 1.569 -2.631 -2.208  0.01
C: 3.173 -0.632 2.165  0.00
C: -0.700 -0.305 -4.016  0.08
Cl: -2.621 4.802 0.143  0.02
N: -1.424 -0.497 -2.884  0.06
H: -2.905 0.362 -1.675  0.00
C: 2.255 -1.274 -0.078  0.02
H: 4.182 -0.333 1.890  0.00
N: 2.643 -1.581 1.191  0.04
H: -2.309 4.033 4.881  0.00
H: -3.477 -0.904 -2.771  0.00
H: 2.533 -2.406 -2.898  0.00
H: 2.545 0.253 2.206  0.00
H: -3.038 0.696 -3.413  0.00
C: 2.126 -3.454 0.183  0.03
C: -1.541 2.607 1.338  0.04
C: -1.216 1.921 2.511  0.04
H: -1.204 1.825 4.648  0.00
C: -2.173 3.853 1.509  0.04
C: -2.444 4.359 2.769  -0.01
C: -2.096 3.636 3.897  0.05
S: 2.236 0.323 -0.757  0.31
S: -1.195 2.012 -0.267  0.50
Cl: -0.446 0.344 2.416  0.12
H: 1.135 -3.751 -2.314  0.00
H: 1.319 -1.073 -4.519  0.00

Its total charge is +1. For the frontier orbital gap (spin up / spin down), the calculation gives 8.9 / 5.6 eV. The spin multiplicity is 5.

***

4.
DFT (ωB97M-V/def2-TZVPD) results for 2 unconnected molecules or ions with the total composition C14H15BCl3NO in a non-equilibrium geometry.

Last column: Mulliken charge in e.
Geometry (Å):
H: -1.605 0.548 -2.230  0.36
H: 1.637 0.203 -4.050  0.41
H: -1.389 -2.101 2.443  0.51
H: 1.922 0.752 -6.434  0.37
H: -2.423 1.435 -4.242  0.29
C: -1.318 1.596 -6.058  -0.51
H: -0.013 1.303 2.464  0.50
C: -1.472 1.284 -4.723  -0.43
H: -3.775 -2.712 2.427  0.41
C: -0.373 0.286 2.444  -0.20
H: 0.023 1.650 -7.713  0.37
C: -2.743 1.005 2.419  -0.45
N: 0.318 1.229 -1.695  -0.42
H: -0.317 -0.628 -2.406  0.33
H: -5.491 -0.943 2.407  0.41
C: -1.745 0.004 2.428  0.51
C: -4.071 0.658 2.411  -0.63
C: -0.558 0.433 -2.539  -0.66
H: -4.829 1.424 2.404  0.40
H: -2.151 1.992 -6.618  0.37
C: -0.412 0.772 -3.990  0.44
H: 0.274 0.970 -0.716  0.07
H: -2.455 2.039 2.421  0.41
C: -2.154 -1.344 2.430  -0.28
C: -4.447 -0.677 2.413  -0.29
Cl: 2.279 0.634 4.036  -0.30
C: -3.483 -1.675 2.423  -0.63
B: 1.953 -0.337 2.502  0.66
C: -0.099 1.401 -6.673  -0.39
C: 0.809 0.590 -4.620  -0.36
C: 0.967 0.900 -5.954  -0.46
Cl: 2.381 0.670 1.019  -0.27
Cl: 3.003 -1.874 2.523  -0.31
H: 0.124 2.220 -1.786  0.19
O: 0.535 -0.694 2.446  -0.44

For the frontier orbital gap, the calculation gives 6.4 eV.

***

5.
DFT (ωB97M-V/def2-TZVPD) results for a single C14H15BN2O2S molecule in a non-equilibrium geometry.

Last column: Mulliken charge in e.
Geometry (Å):
H: 1.938 1.478 -2.933  0.36
N: -2.016 0.293 -0.582  -0.29
C: 1.164 2.375 0.377  -0.77
C: 1.949 2.277 -0.879  0.27
C: -2.737 -2.661 1.878  -0.59
H: -2.483 -2.753 4.087  0.34
H: -1.164 -2.740 -1.435  0.27
H: -1.613 -0.220 4.151  0.32
H: 3.450 3.923 0.631  0.30
H: -3.604 -1.900 -1.403  0.37
O: 4.430 2.319 -1.739  -0.48
C: -2.392 -2.103 3.186  -0.53
C: -0.722 0.952 -0.667  0.33
N: -1.982 -3.357 -1.339  -0.54
C: -2.633 -1.881 0.633  0.92
C: -1.909 -0.727 3.206  -0.50
C: -2.142 -0.491 0.643  -0.11
C: -0.129 1.718 0.452  0.34
H: 5.304 0.407 -1.948  0.23
C: 0.050 0.885 -1.918  -0.73
H: -3.089 -3.724 1.864  0.29
H: -1.971 -0.422 -1.320  0.35
S: -1.145 1.750 1.976  -0.31
B: 3.414 2.950 -1.004  0.77
C: -1.791 0.036 1.978  0.49
C: -3.082 -2.609 -0.700  -1.32
H: -0.370 0.325 -2.792  0.31
H: 3.926 0.455 -0.798  0.28
H: -3.878 -3.338 -0.370  0.42
O: 3.609 4.178 -0.301  -0.50
C: 4.804 1.051 -1.168  -0.60
C: 1.347 1.539 -1.984  -0.30
H: -1.645 -4.089 -0.701  0.30
H: 1.544 2.942 1.263  0.09
H: 5.567 1.161 -0.344  0.23

For the frontier orbital gap, the calculation gives 8.4 eV. As for the SMILES: COB(O)c1ccc2c(c1)Sc1cccc(CN)c1N2.

***

6.
DFT (ωB97M-V/def2-TZVPD) results for a molecular structure, C14H15Cl2IrN3O5.

Last column: Mulliken charge in e.
Geometry (Å):
O: -0.774 -2.423 -0.234  -0.85
C: 0.430 3.980 -1.896  -0.79
C: -0.781 4.589 -1.635  -0.31
N: 0.086 -1.230 2.074  0.09
C: 1.033 -0.906 -2.850  -0.38
H: -2.830 4.254 -1.056  0.40
H: 0.849 -2.452 3.588  0.43
Ir: 0.161 -0.601 0.068  0.89
H: -0.871 5.666 -1.676  0.35
C: -0.534 1.772 -1.541  -0.44
C: -1.263 -1.854 2.050  -0.46
C: 1.318 -3.469 1.761  -0.68
N: -0.633 0.367 -1.533  -0.52
H: -1.476 -2.386 2.982  0.28
H: 1.309 4.566 -2.128  0.40
C: 0.559 -0.337 -4.163  -0.80
H: -1.991 -1.048 1.937  0.44
H: 0.387 -4.033 1.658  0.29
H: 2.067 -1.650 2.568  0.38
H: -0.436 0.125 -4.095  0.21
H: 0.554 -1.107 -4.935  0.33
H: 1.276 0.428 -4.478  0.23
C: -1.448 -2.774 0.819  0.39
H: 0.914 -0.093 3.660  0.36
C: 0.578 1.292 2.092  0.42
C: -1.739 2.437 -1.251  0.52
O: 0.606 2.334 2.721  -0.71
C: 0.162 0.026 2.878  -0.45
O: -2.194 -3.731 0.906  -0.72
C: 0.563 2.601 -1.829  1.11
H: 1.301 -3.035 -0.140  0.43
N: 0.449 -0.409 -1.854  0.42
H: -0.787 0.216 3.376  0.28
O: 0.921 1.137 0.856  -0.69
O: 1.961 -3.279 0.527  -0.59
H: 1.987 -4.083 2.370  0.46
C: 1.117 -2.185 2.556  -0.64
Cl: -3.126 1.498 -0.791  -0.21
Cl: 2.169 1.988 -2.066  -0.20
C: -1.874 3.809 -1.294  -0.71

Its total charge is -1. For the frontier orbital gap, the calculation gives 7.2 eV.